# 1
# C19H30Cl2NO4P2Pr

C19H30Cl2NO4P2Pr as an isolated structure (ωB97M-V/def2-TZVPD, the Open Molecules 2025 dataset).

```
59
Properties=species:S:1:pos:R:3:forces:R:3:mulliken_spin:R:1
C 1.14646 2.57078 -3.32695 0.113 -0.688 -0.147 0.000
C 0.66674 2.03016 -2.12980 -0.002 0.016 0.151 0.002
N 0.74618 0.70347 -1.86282 0.040 0.292 -0.915 -0.001
C 1.25370 -0.12508 -2.80987 0.207 0.128 0.184 0.000
C 1.79369 0.35546 -3.99841 -0.058 0.041 0.137 0.000
C 1.74193 1.71997 -4.26167 -0.281 0.217 0.553 0.000
C 0.00432 2.99824 -1.17107 -0.504 0.832 0.639 0.000
P -0.06136 2.50044 0.61590 0.315 -0.312 -0.184 -0.002
Pr 0.25130 -0.29936 0.44209 -1.587 -0.264 2.057 2.026
P 0.05047 -2.36110 -1.45625 0.243 0.104 0.546 0.008
C 1.34618 -1.62579 -2.55815 0.130 -0.726 -0.071 -0.004
C -1.48459 -1.07385 2.14294 2.359 0.996 -2.411 -0.010
C -0.82555 -0.88390 3.34965 -1.468 -0.852 0.967 -0.002
C -1.46685 -1.35901 4.51634 0.348 0.246 -0.258 0.000
C -2.71714 -1.99603 4.41875 0.500 0.234 -0.426 0.000
C -3.32393 -2.18781 3.16806 0.118 0.168 -0.561 -0.001
C -2.68515 -1.71728 1.99530 -1.161 -0.833 1.732 -0.001
O -2.74482 3.26666 -1.43696 -1.130 -0.580 -0.048 0.000
O -3.49782 1.13385 0.15807 0.177 -0.337 -0.134 -0.002
H 1.02482 3.63721 -3.48958 0.172 -0.186 -0.101 0.000
H 2.27857 -0.35912 -4.66396 -0.225 0.330 0.015 0.000
H 2.15978 2.12418 -5.17059 0.025 0.009 -0.126 0.000
C 1.52463 3.03093 1.33610 0.322 0.181 0.158 0.001
C -1.31136 3.31074 1.65951 -0.520 0.295 -0.033 0.000
H 1.26218 -2.17866 -3.51383 0.436 0.429 0.261 0.000
H 2.32314 -1.86505 -2.08135 -0.474 0.168 -0.319 0.001
H -1.11325 3.11729 -1.42497 1.511 -0.116 0.029 0.000
H 0.49392 3.99621 -1.24492 -0.361 -0.568 -0.164 0.000
C 0.78983 -3.81838 -0.63340 0.200 -0.352 -0.349 0.000
C -1.21159 -3.04112 -2.53268 -0.625 -0.024 -0.297 0.000
H 0.16478 -0.40634 3.41309 -0.214 -0.117 0.056 0.000
H -0.95855 -1.22504 5.47490 -0.375 -0.156 -0.078 0.000
H -3.19698 -2.36173 5.31549 -0.050 -0.011 0.050 0.000
H -4.28762 -2.70088 3.07357 0.307 0.123 0.270 0.000
H -3.14431 -1.89830 1.01559 0.183 0.187 0.323 0.000
H -2.74810 0.49562 -0.19114 -0.401 0.439 0.360 -0.002
H -3.77767 0.71585 0.98519 0.065 0.232 -0.174 0.001
H -3.05089 2.50265 -0.86332 -0.069 0.606 -0.444 0.000
H -3.13918 3.12650 -2.31435 0.062 -0.022 0.550 0.000
H -1.75022 -0.16986 -0.53396 0.511 -0.116 -0.515 -0.014
H 1.56912 4.12297 1.47817 0.117 -0.368 -0.007 0.000
H 1.67893 2.50610 2.29043 -0.116 0.308 -0.120 -0.001
H 2.35376 2.70237 0.69636 -0.151 0.176 -0.016 0.000
H -1.22770 4.40204 1.72901 0.045 -0.195 -0.112 0.000
H -2.31735 3.03087 1.31758 0.322 0.112 -0.026 0.000
H -1.21619 2.88478 2.67505 0.198 0.098 -0.460 0.000
H -0.85692 -3.86777 -3.16579 -0.090 0.247 0.158 0.000
H -2.04828 -3.37650 -1.89802 0.322 0.012 -0.247 0.000
H -1.60412 -2.21909 -3.14670 0.088 -0.254 0.049 0.000
H 0.97284 -4.63471 -1.34602 0.057 0.080 0.256 0.000
H 1.71938 -3.55836 -0.11457 -0.102 0.081 -0.201 -0.001
H 0.08644 -4.16053 0.13681 0.033 0.057 -0.252 0.000
Cl 4.63060 -3.00950 1.26107 0.170 0.231 -0.044 0.000
C 4.64870 -1.24050 1.46811 -0.501 0.151 0.197 -0.001
Cl 5.41099 -0.38868 0.10726 0.085 -0.180 0.058 0.000
C 3.19419 -0.73888 1.58463 -1.134 0.334 -0.043 -0.001
O 2.82966 -0.10798 2.59219 0.496 -0.757 -1.348 0.001
O 2.44673 -1.02355 0.55383 1.314 -0.087 0.951 0.001
H 5.20352 -1.00560 2.37003 0.008 -0.056 -0.075 0.000
```
Positions in Å, forces in eV/Å.

Spin multiplicity: 3
Maximum force in eV/A: 3.52
Expectation value of S²: 2.003
E_LUMO (alpha / beta) in eV: 0.1 / 0.1
Calculated total energy in eV: -87560.7193
Highest occupied orbital energy (alpha / beta) in eV: -7.04 / -7.04
Total charge: 0



# 2
# C19H30Cl5FeO6P2

C19H30Cl5FeO6P2 as an isolated structure (ωB97M-V/def2-TZVPD, the Open Molecules 2025 dataset).

```
63
Properties=species:S:1:pos:R:3:forces:R:3:mulliken_spin:R:1
Fe 0.30973 -2.79094 0.58122 -0.805 2.107 0.222 4.240
C -1.94021 0.23019 -4.64062 0.122 -0.160 0.174 -0.001
C -0.45078 0.28974 -4.37369 -0.198 0.355 -0.484 0.001
C 0.04618 1.69971 -4.11350 0.128 -0.287 0.169 0.000
O -0.10009 -0.63293 -3.26663 -0.009 -0.018 0.569 0.000
P -0.20893 -0.43582 -1.73341 -0.104 0.829 -0.672 -0.001
O -0.26808 -1.79429 -1.08209 0.209 -1.485 1.196 0.105
C 1.29665 0.42272 -1.19326 -0.319 -0.429 0.372 0.008
P 1.62680 0.27424 0.58717 0.418 0.959 -0.140 -0.006
O 1.32905 -1.11986 1.07301 -0.382 -1.774 -0.077 0.115
O 0.74480 1.30158 1.33727 0.161 -0.322 -0.163 0.008
C 1.07602 2.74964 1.39562 -0.036 0.572 0.172 0.001
C -0.20538 3.50596 1.12219 0.086 -0.196 -0.022 0.000
C 1.66625 3.04630 2.75718 -0.035 -0.216 -0.111 0.000
O 3.11387 0.69323 0.80972 -0.570 -0.159 -0.041 0.003
C 4.22904 -0.22266 0.48960 0.540 -0.202 -0.045 0.000
C 4.86367 -0.65583 1.79382 -0.208 0.101 -0.025 -0.001
C 5.18026 0.50185 -0.43717 -0.168 0.082 0.049 0.000
O -1.42669 0.47516 -1.36825 0.628 -0.319 -0.059 0.006
C -2.60520 0.00791 -0.61001 -0.702 -0.036 0.132 -0.009
C -3.29136 1.25035 -0.08905 0.200 -0.007 -0.070 0.000
C -3.50953 -0.83151 -1.49442 0.273 0.179 -0.089 0.000
H -2.15609 0.73046 -5.58354 0.024 0.029 0.000 0.000
H -2.49256 0.73145 -3.84622 -0.031 0.020 -0.045 0.000
H -2.27548 -0.80361 -4.72086 -0.020 0.021 -0.015 0.000
H 0.09297 -0.14478 -5.20997 0.023 -0.062 0.066 0.000
H -0.44809 2.12480 -3.23760 -0.017 0.090 -0.018 0.000
H -0.19028 2.32740 -4.97069 -0.037 -0.018 -0.017 0.000
H 1.12934 1.71932 -3.98156 -0.016 0.035 0.012 0.000
H 1.24685 1.48101 -1.45287 -0.002 0.016 -0.036 0.001
H 2.12571 -0.03633 -1.73862 0.033 0.037 -0.019 0.000
H 1.81507 2.96035 0.61814 -0.015 -0.112 -0.030 0.000
H -0.93736 3.29470 1.90254 -0.022 0.016 -0.015 0.000
H -0.62531 3.23600 0.15217 -0.012 0.032 0.005 0.000
H 0.00281 4.57492 1.12634 -0.009 0.010 -0.006 0.000
H 0.93926 2.82713 3.53949 0.001 0.015 0.006 0.000
H 1.92832 4.10207 2.81149 0.013 0.005 0.005 0.000
H 2.56332 2.45271 2.92840 0.017 0.047 0.026 0.000
H 3.81065 -1.09775 -0.01971 -0.075 0.047 -0.008 -0.001
H 5.24893 0.20910 2.33345 0.017 0.006 -0.020 0.000
H 5.69162 -1.33337 1.58923 -0.009 -0.017 0.009 0.000
H 4.13344 -1.16246 2.42530 0.059 -0.033 0.025 0.000
H 5.60388 1.37711 0.05486 -0.013 -0.004 0.018 0.000
H 4.67651 0.82553 -1.34901 0.039 -0.007 -0.016 0.000
H 5.99665 -0.16523 -0.71081 -0.007 -0.008 -0.010 0.000
H -2.23076 -0.59436 0.21654 0.118 0.001 0.087 0.003
H -3.62732 1.86681 -0.92339 -0.030 0.009 0.016 0.000
H -2.61763 1.83793 0.53359 -0.037 -0.025 0.032 0.000
H -4.16077 0.96520 0.50211 0.007 -0.003 0.011 0.000
H -3.91048 -0.22897 -2.30966 -0.027 -0.024 0.027 0.000
H -4.34741 -1.20402 -0.90587 0.032 -0.023 0.022 0.000
H -2.96985 -1.67786 -1.91990 -0.057 -0.079 0.004 0.000
Cl -1.42158 -0.43957 3.04996 -0.034 0.192 -0.165 0.009
C -1.86404 -2.08927 2.96689 0.156 0.038 -0.155 -0.046
C -1.15611 -2.95118 2.14697 0.263 -0.159 -0.283 0.632
C -1.38071 -4.31023 2.22360 -0.144 0.459 -0.001 -0.175
Cl -0.31321 -5.26932 1.24009 0.472 0.032 -0.529 0.072
C -2.37412 -4.86239 3.00733 -0.175 0.169 0.167 -0.011
Cl -2.62477 -6.54202 3.05379 0.035 -0.112 -0.057 0.010
C -3.16962 -3.97446 3.75872 0.169 0.008 -0.106 0.009
Cl -4.43514 -4.59157 4.70531 -0.009 -0.024 0.016 0.005
C -2.90883 -2.59346 3.74962 0.110 -0.230 -0.097 0.012
Cl -3.84385 -1.53651 4.69962 -0.019 0.030 0.041 0.008
```
Positions in Å, forces in eV/Å.

Spin multiplicity: 6
Maximum force in eV/A: 2.27
Expectation value of S²: 8.759
E_LUMO (alpha / beta) in eV: -6.5 / -9.1
Calculated total energy in eV: -148041.5701
Highest occupied orbital energy (alpha / beta) in eV: -14.73 / -14.70
Total charge: +2



# 3
# C19H30N2O2

One molecule with the formula C19H30N2O2 (ωB97M-V/def2-TZVPD, the Open Molecules 2025 dataset).

```
53
Properties=species:S:1:pos:R:3:forces:R:3:nbo_charge:R:1
O 2.55787 3.46182 -0.93342 0.280 0.078 -0.358 -0.714
C 1.65177 2.85983 -0.04272 -0.206 -0.555 0.175 0.083
C 2.31501 1.67844 0.67329 -0.100 0.400 0.131 -0.091
O 2.62553 0.70272 -0.29928 -0.061 0.063 -0.145 -0.567
C 3.14553 -0.51421 0.21034 0.281 -0.202 -0.260 0.115
C 2.99398 -1.56241 -0.89273 -0.179 0.089 0.379 -0.411
C 3.53589 -2.91320 -0.43828 0.176 0.091 -0.224 -0.397
C 5.00033 -2.79208 -0.02941 -0.164 -0.114 0.269 -0.397
C 5.15532 -1.75109 1.07451 0.148 0.054 -0.226 -0.396
C 4.61750 -0.39780 0.61993 -0.334 0.024 0.206 -0.429
H 4.72437 0.33088 1.42571 0.037 0.063 -0.038 0.210
H 5.18818 -0.03830 -0.23909 0.006 0.061 -0.055 0.203
H 6.20689 -1.65211 1.35048 -0.026 -0.015 0.101 0.212
H 4.60614 -2.07854 1.96069 0.029 -0.040 0.090 0.194
H 5.37165 -3.75876 0.31613 0.068 -0.013 -0.061 0.209
H 5.59517 -2.49373 -0.89535 0.071 -0.020 -0.059 0.195
H 3.43106 -3.63963 -1.24623 -0.070 -0.053 0.051 0.211
H 2.95039 -3.27075 0.41208 -0.044 -0.086 0.024 0.194
H 1.94041 -1.64733 -1.16599 -0.023 0.057 -0.050 0.210
H 3.54000 -1.21544 -1.77176 0.021 0.049 -0.078 0.203
H 2.55012 -0.81826 1.08837 0.024 0.017 -0.067 0.162
H 3.22584 2.03503 1.17323 -0.115 -0.019 -0.022 0.179
H 1.63155 1.27057 1.42900 0.016 -0.015 -0.019 0.178
C 0.37105 2.42880 -0.78675 0.371 0.246 0.222 -0.238
N -0.62454 1.90161 0.12657 -0.046 0.036 -0.077 -0.471
C -0.73757 0.45265 0.15497 -0.166 -0.271 0.069 -0.223
C -1.95403 -0.06442 -0.61832 0.257 -0.034 -0.113 -0.231
N -3.15808 0.46013 -0.01571 0.200 0.122 0.029 -0.453
C -4.33590 -0.24381 -0.01105 -0.198 -0.093 -0.024 0.278
C -5.35643 0.04545 0.90419 0.089 0.155 0.053 -0.310
C -6.54193 -0.66177 0.88952 -0.076 -0.061 -0.036 -0.181
C -6.75003 -1.68137 -0.02346 -0.158 -0.081 0.008 -0.269
C -5.74867 -1.97938 -0.93191 -0.065 -0.037 0.034 -0.181
C -4.56270 -1.27358 -0.93415 0.163 -0.026 -0.045 -0.308
H -3.81355 -1.51222 -1.67307 0.077 0.006 -0.061 0.210
H -5.89515 -2.76718 -1.65739 -0.002 -0.046 -0.055 0.209
H -7.67716 -2.23387 -0.02768 -0.074 -0.042 0.000 0.210
H -7.31023 -0.41762 1.60954 -0.043 0.022 0.056 0.210
H -5.21778 0.81695 1.64532 0.039 0.069 0.064 0.210
C -3.00844 1.71587 0.68249 0.027 0.220 0.055 -0.221
H -2.75030 1.56944 1.74192 -0.084 0.084 0.002 0.182
C -1.92228 2.54670 0.00756 -0.154 0.156 0.157 -0.212
H -2.21181 2.70071 -1.04593 0.012 0.000 0.065 0.170
H -1.86190 3.52913 0.48678 -0.141 -0.018 -0.092 0.203
H -3.95109 2.26735 0.63005 0.088 -0.019 0.058 0.215
H -1.96757 -1.15697 -0.57093 0.011 0.063 -0.043 0.210
H -1.87235 0.23410 -1.67526 0.049 -0.138 0.020 0.179
H 0.17192 0.01206 -0.25405 0.012 -0.003 0.034 0.220
H -0.83052 0.12903 1.19935 0.039 -0.156 -0.100 0.189
H -0.01531 3.31508 -1.29761 0.011 -0.058 -0.004 0.205
H 0.65421 1.69526 -1.55274 -0.072 0.057 -0.033 0.189
H 1.39756 3.62240 0.69968 -0.040 -0.129 -0.004 0.180
H 2.92010 2.75381 -1.48145 0.036 0.061 -0.002 0.471
```
Positions in Å, forces in eV/Å.

Maximum force in eV/A: 0.62
SMILES: O[C@H](COC1CCCCC1)CN1CCN(c2ccccc2)CC1
E_LUMO in eV: 0.7
Calculated total energy in eV: -27264.7643
Highest occupied orbital energy in eV: -7.49
Total charge: 0



# 4
# C19H30N2O4S

One molecule with the formula C19H30N2O4S (ωB97M-V/def2-TZVPD, the Open Molecules 2025 dataset).

```
56
Properties=species:S:1:pos:R:3:forces:R:3:nbo_charge:R:1
C -1.70495 -3.08393 1.05089 -0.002 -0.086 -0.044 -0.357
C -1.67027 -3.21950 -0.26351 0.271 -0.270 0.189 -0.211
C -2.81564 -2.94175 -1.15563 0.086 0.987 -0.327 -0.671
H -3.76126 -2.87627 -0.62494 -0.124 0.044 -0.014 0.245
H -2.88772 -3.62591 -1.99507 -0.062 -0.102 -0.092 0.242
S -2.54437 -1.29301 -1.90526 -0.356 -0.855 0.063 2.311
O -3.57565 -1.07866 -2.88103 0.120 -0.179 -0.220 -0.944
O -2.40960 -0.33812 -0.84283 0.276 -0.044 0.150 -0.952
N -1.06330 -1.53846 -2.65312 -0.871 0.168 0.517 -0.696
C 0.02368 -0.74635 -2.12157 0.237 0.522 0.477 -0.237
H -0.10134 -0.76340 -1.04160 0.314 0.046 0.043 0.240
C 0.00051 0.69045 -2.66373 0.218 -0.088 -0.213 -0.065
N 1.11066 1.49091 -2.14761 -0.036 -0.092 -0.107 -0.448
C 0.97912 2.88920 -2.51621 0.050 -0.111 -0.166 -0.412
H 1.14682 3.00732 -3.58520 -0.038 0.125 -0.011 0.199
H 1.74252 3.46458 -1.99646 0.028 0.068 0.010 0.201
H -0.00667 3.30658 -2.26764 -0.035 0.059 0.017 0.170
C 1.37367 1.34070 -0.72622 -0.132 -0.012 0.089 -0.201
H 1.64493 0.30184 -0.53280 0.025 0.036 0.096 0.197
H 2.25970 1.94279 -0.50512 0.012 -0.106 0.059 0.195
C 0.22460 1.75441 0.22267 0.261 -0.119 -0.158 -0.457
C 0.43713 1.17463 1.58861 -0.238 -0.079 0.012 -0.013
C -0.30544 0.08972 2.01384 0.074 0.198 -0.150 -0.235
C -0.08925 -0.46619 3.26800 0.149 -0.071 0.306 -0.282
C 0.87747 0.04923 4.11233 0.093 -0.009 0.151 0.237
C 1.64432 1.15498 3.68475 0.098 -0.057 0.208 0.333
C 1.41269 1.69932 2.43525 0.116 -0.001 0.177 -0.315
H 1.98452 2.54983 2.09845 0.105 0.121 0.014 0.212
O 2.57570 1.60348 4.57659 -0.359 -0.341 -0.062 -0.495
C 3.36564 2.70580 4.21412 0.128 0.190 -0.082 -0.250
H 4.02549 2.88578 5.06159 -0.023 0.028 -0.085 0.200
H 2.75702 3.59900 4.03514 0.024 -0.041 -0.009 0.174
H 3.97003 2.49596 3.32459 -0.038 0.015 0.029 0.173
O 1.16849 -0.42242 5.36156 0.128 0.334 -0.297 -0.486
C 0.41670 -1.50054 5.85375 -0.124 -0.167 0.059 -0.248
H 0.80074 -1.69421 6.85429 -0.062 -0.029 -0.064 0.199
H -0.64926 -1.25574 5.91751 0.038 -0.015 -0.017 0.174
H 0.54471 -2.39867 5.23897 -0.019 0.039 0.013 0.171
H -0.69302 -1.30415 3.57798 -0.037 -0.096 0.097 0.213
H -1.07190 -0.31951 1.37178 -0.092 -0.032 -0.082 0.228
H -0.72301 1.38360 -0.16872 -0.046 0.075 -0.025 0.231
H 0.17596 2.84398 0.27602 -0.099 0.027 -0.033 0.207
C 0.06035 0.60614 -4.19612 -0.297 0.061 0.147 -0.406
H 0.00363 1.60092 -4.63563 0.076 0.018 -0.022 0.213
C -1.09876 -0.23190 -4.73109 0.169 -0.105 0.038 -0.420
C -1.09162 -1.61925 -4.09771 -0.336 0.034 -0.643 -0.220
H -1.99085 -2.17000 -4.37399 0.158 -0.072 -0.190 0.226
H -0.20898 -2.18490 -4.41496 -0.063 -0.017 0.037 0.197
H -2.04666 0.24909 -4.48211 -0.029 0.006 -0.101 0.220
H -1.03086 -0.32131 -5.81662 -0.056 0.008 -0.020 0.214
H 1.01561 0.16096 -4.48332 0.105 0.028 -0.005 0.201
H -0.97652 1.12702 -2.38366 0.101 -0.004 0.002 0.181
H 0.96783 -1.23009 -2.38979 -0.002 -0.018 0.044 0.207
H -0.75201 -3.49333 -0.76432 0.139 -0.063 0.032 0.212
H -0.83348 -3.25005 1.65957 0.211 -0.056 0.078 0.207
H -2.60786 -2.80061 1.56533 -0.237 0.100 0.084 0.195
```
Positions in Å, forces in eV/Å.

Maximum force in eV/A: 1.04
SMILES: C=CCS(=O)(=O)N1CCC[C@H](N(C)CCc2ccc(OC)c(OC)c2)C1
E_LUMO in eV: 0.7
Calculated total energy in eV: -42193.4500
Highest occupied orbital energy in eV: -7.72
Total charge: 0



> Which of these has the lowest calculated total energy?

C19H30Cl5FeO6P2